No. 1
{"formula": "C2H4N6", "method": "ωB97M-V/def2-TZVPD", "orbital_gap_ev": 9.25, "energy_ha": -406.87061, "charge": 0, "fmax_ev_per_a": 10.4, "symbols": ["H", "H", "N", "N", "H", "H", "C", "N", "C", "N", "N", "N"], "positions_angstrom": [[2.220962, 1.210782, -0.939737], [-0.850204, -0.269633, 2.599774], [0.095795, 0.270859, -0.436410], [-1.029312, 0.224749, 1.360911], [0.316128, -1.543771, -2.297615], [-0.803070, -2.360939, -0.385426], [-0.703065, -0.604293, 0.397558], [0.277485, 1.321198, 0.349558], [1.271735, 0.258693, -1.373676], [1.466050, -0.707643, -2.133458], [-0.297473, 1.368790, 1.379687], [-1.126238, -1.758358, 0.462528]], "forces_ev_per_a": [[-3.3, -3.2, -1.8], [-1.4, 1.7, -5.2], [0.9, 0.3, -0.4], [-1.5, -0.5, 10.3], [4.2, 3.3, 0.9], [-0.7, 1.3, 2.0], [1.7, -0.2, -2.2], [4.4, 4.9, -4.0], [0.5, 0.0, 3.1], [-3.1, -2.4, -1.7], [-2.0, -0.5, 2.3], [0.4, -4.6, -3.4]]}



No. 2
{"formula": "C2H4N8O", "method": "ωB97M-V/def2-TZVPD", "orbital_gap_ev": [8.47, 8.47], "energy_ha": -591.52782, "charge": 0, "fmax_ev_per_a": 4.1, "symbols": ["N", "N", "N", "H", "H", "N", "C", "C", "H", "N", "N", "H", "N", "N", "O"], "positions_angstrom": [[-1.756461, 2.365614, 0.366790], [-2.476062, 0.369742, -0.444215], [3.578865, -0.029751, 0.099052], [-0.840295, 2.637023, 0.238487], [2.825210, 1.781246, 0.930342], [-2.104718, 1.332669, -0.061933], [-1.047690, -1.200726, -0.113798], [3.438415, 0.989280, 0.676942], [1.417660, 0.358779, -1.006312], [-1.511963, -2.317390, 0.113835], [0.382591, 0.492579, -0.660222], [-3.314261, -2.225905, 0.413908], [-2.574418, -2.925765, 0.283893], [0.021073, -0.651539, -0.358139], [3.962047, -0.975850, -0.478632]], "forces_ev_per_a": [[-2.1, 2.9, 2.1], [-2.1, -2.9, -1.2], [0.3, 3.2, 1.5], [2.4, 0.3, -0.6], [-0.8, 1.1, 0.5], [1.1, 0.3, -0.3], [0.6, -0.4, 0.5], [0.5, -2.7, -1.2], [-2.2, 0.6, 0.9], [-1.0, -1.5, -0.1], [2.9, 0.8, -1.2], [-0.4, 0.0, -0.2], [-0.2, 0.0, 0.6], [1.0, 0.0, -0.6], [0.1, -1.6, -0.7]]}



No. 3
{"formula": "C2H4NO", "method": "ωB97M-V/def2-TZVPD", "orbital_gap_ev": [4.29, 7.25], "spin_multiplicity": 3, "energy_ha": -208.37137, "charge": -1, "fmax_ev_per_a": 2.7, "s2": 2.008, "symbols": ["H", "O", "H", "C", "H", "C", "N", "H"], "positions_angstrom": [[-0.060780, 1.126532, -0.774024], [2.493266, 0.169736, -0.245378], [-0.040893, -1.493510, 0.651485], [0.324102, -0.703531, -0.035189], [0.546897, -1.082393, -1.072289], [-0.093138, 0.756013, 0.192370], [1.541914, -0.061505, 0.555570], [-0.801504, 1.191478, 0.878661]], "forces_ev_per_a": [[0.3, 1.9, -1.6], [1.2, 0.0, -1.1], [-0.2, 0.4, -0.4], [1.7, 0.5, 1.4], [-0.7, 0.6, 0.8], [-1.8, -1.9, -0.7], [-0.3, -1.4, 0.9], [-0.2, -0.2, 0.6]]}



No. 4
{"formula": "C2H4NO", "method": "ωB97M-V/def2-TZVPD", "orbital_gap_ev": [8.49, 8.64], "energy_ha": -208.14070, "charge": 1, "fmax_ev_per_a": 3.7, "symbols": ["C", "O", "H", "N", "C", "H", "H", "H"], "positions_angstrom": [[-0.341031, -0.616065, 0.011023], [-2.686685, 0.535221, 0.016202], [0.856218, 1.127225, 0.766942], [-2.153147, -0.449729, 0.033549], [0.236013, 0.655663, -0.060667], [-0.435740, -0.986578, -0.965627], [-0.084591, -1.345334, 0.700199], [0.135336, 1.160063, -1.055800]], "forces_ev_per_a": [[1.8, 2.9, -1.2], [0.8, -1.3, -0.1], [-1.1, -0.5, -1.1], [-2.2, 1.2, 0.5], [0.8, -0.3, 0.3], [-0.3, -0.9, -1.4], [0.0, -1.1, 1.8], [0.1, 0.0, 1.3]]}



No. 5
{"formula": "C2H4NO2", "method": "ωB97M-V/def2-TZVPD", "orbital_gap_ev": 8.55, "smiles": "NCC(=O)[O-]", "energy_ha": -283.90304, "charge": -1, "fmax_ev_per_a": 1.2, "symbols": ["H", "O", "H", "H", "H", "N", "C", "O", "C"], "positions_angstrom": [[1.695279, 1.305835, 0.534036], [-0.514937, -0.520422, 1.213593], [0.978410, -0.641509, -1.442339], [1.460929, -0.165954, 0.943832], [0.376415, 0.967854, -1.443061], [1.822523, 0.366560, 0.141704], [-0.663763, -0.184339, 0.013474], [-1.721150, -0.062527, -0.631294], [0.658777, 0.162619, -0.768409]], "forces_ev_per_a": [[0.3, -0.1, -0.3], [0.1, 0.0, 0.0], [-0.5, -0.2, 0.1], [0.3, -0.2, 0.0], [0.5, 0.5, 0.2], [-0.9, 0.8, 0.1], [0.3, -0.1, -0.1], [-0.1, 0.0, -0.2], [0.1, -0.6, 0.1]]}



No. 6
{"formula": "C2H4NO2", "method": "ωB97M-V/def2-TZVPD", "orbital_gap_ev": 6.70, "energy_ha": -283.74641, "charge": -1, "fmax_ev_per_a": 2.6, "symbols": ["N", "O", "O", "H", "C", "H", "H", "H", "C"], "positions_angstrom": [[2.334176, 1.695256, 0.630022], [2.378549, 1.156830, -0.533499], [1.341916, 2.347697, 1.011860], [-0.294585, -0.147762, 0.917912], [-0.510919, -0.886866, 0.185081], [-1.780295, -1.814829, -1.247281], [0.361961, -1.440435, 0.209341], [-2.258227, -0.012250, -0.597882], [-1.572576, -0.897641, -0.575555]], "forces_ev_per_a": [[1.1, -0.7, -0.3], [-1.1, 1.2, 1.5], [0.0, -0.6, -1.2], [-0.5, 1.4, 0.2], [0.1, 1.4, 1.0], [0.3, 1.9, 0.8], [1.1, -2.3, -0.6], [0.4, -1.2, 0.2], [-1.3, -1.1, -1.5]]}



No. 7
{"formula": "C2H4NO2", "method": "ωB97M-V/def2-TZVPD", "orbital_gap_ev": 7.67, "energy_ha": -283.83614, "charge": -1, "fmax_ev_per_a": 3.9, "symbols": ["C", "C", "H", "O", "O", "H", "H", "N", "H"], "positions_angstrom": [[-0.114226, 1.481411, 0.068254], [-0.158205, -1.568330, 0.297768], [0.994720, 0.840906, -1.471913], [-0.488914, -2.762884, 0.454794], [-1.048157, 2.113778, -0.532310], [-0.156867, 1.248318, 1.146542], [0.055450, -1.281577, -0.727839], [0.947557, 0.846045, -0.431302], [-0.031358, -0.917667, 1.196007]], "forces_ev_per_a": [[0.2, -0.5, -2.4], [-0.7, -3.8, 0.7], [-0.4, 0.6, 0.8], [0.5, 2.3, 0.1], [1.0, -0.6, 1.1], [-0.3, 0.7, 0.4], [0.0, 0.9, 0.2], [-0.2, 0.4, 0.0], [-0.1, 0.0, -1.0]]}



No. 8
{"formula": "C2H4NO2", "method": "ωB97M-V/def2-TZVPD", "orbital_gap_ev": [11.33, 6.75], "spin_multiplicity": 2, "energy_ha": -283.77527, "charge": 0, "fmax_ev_per_a": 4.1, "s2": 0.758, "symbols": ["H", "C", "C", "H", "H", "O", "H", "O", "N"], "positions_angstrom": [[1.619540, -0.438443, -0.485604], [0.773224, 0.209502, -0.732072], [-1.075308, -0.486020, 0.779859], [0.270058, -0.222022, -1.602579], [0.201632, 1.094397, 0.987939], [-1.128860, -1.559532, 0.123641], [1.255892, 1.101377, -1.154343], [-1.709075, -0.204685, 1.797982], [-0.207103, 0.505426, 0.285178]], "forces_ev_per_a": [[-0.3, -0.2, 0.5], [0.3, -0.1, -1.8], [2.4, 3.4, -0.5], [0.0, -0.2, 0.2], [-0.5, 0.1, 0.6], [-0.9, -0.9, 0.5], [-0.5, 0.2, 0.5], [-0.8, -1.5, -0.1], [0.4, -0.7, 0.1]]}